This record from the Open Molecules 2025 dataset describes a cluster of 16 separate species, C76H150N6O42 in total at a distorted geometry. The level of theory is ωB97M-V with the def2-TZVPD basis set.

The geometry in XYZ format:
```
274
Properties=species:S:1:pos:R:3:forces:R:3:lowdin_charge:R:1
C 21.2997 12.3315 17.7511 -0.3 0.5 0.4 0.0027
H 16.4103 10.0430 11.1303 -0.7 0.2 -0.7 0.1398
C 19.4364 19.9785 15.5353 0.3 -0.8 -0.4 -0.1289
C 12.9348 14.9079 16.2549 0.4 -0.3 -0.1 -0.3224
C 25.0322 19.8311 13.6240 -0.9 0.6 -0.2 -0.1043
H 17.5554 20.6333 17.1999 0.1 0.1 0.0 0.1187
H 12.4137 14.0155 15.9100 -0.1 -0.2 0.2 0.1582
C 16.4773 10.8216 11.8756 0.6 -1.1 0.1 -0.1155
H 30.3297 13.7040 15.3637 0.2 -0.2 0.2 0.1513
H 17.2537 12.1820 10.4253 0.4 -0.2 0.2 0.1630
H 12.9846 16.0817 18.0849 0.3 0.1 0.5 0.1323
H 18.7942 18.2828 12.0055 0.3 0.1 -0.1 0.1085
H 20.0722 17.6554 14.4745 -0.2 0.4 0.4 0.0926
H 22.9187 13.8802 22.4705 -0.6 0.0 -0.1 0.0951
H 19.5745 24.8697 18.8547 -0.1 0.2 0.1 0.1162
H 24.9354 20.0910 20.5837 -0.4 -0.4 -0.2 0.0977
C 19.5286 15.7086 13.8290 -0.1 0.1 1.4 -0.1628
C 22.6967 15.1470 10.7981 0.3 -0.1 -0.1 -0.1932
C 26.2719 17.1807 21.5747 -2.3 0.7 0.6 -0.4467
O 19.2914 9.3538 17.4765 0.3 0.7 -0.9 0.0793
H 26.9337 15.7513 11.6929 0.2 0.2 0.5 0.0945
H 15.2583 15.6317 10.6137 0.2 -0.4 0.1 0.1206
H 19.7691 10.7848 18.9622 -0.1 -0.5 -0.1 0.1448
C 22.2289 12.6770 13.9176 0.9 -0.4 -0.8 -0.0644
H 22.7707 24.0164 17.0121 0.6 0.3 0.0 0.1133
O 19.9740 17.6734 10.3596 -0.5 0.3 0.5 -0.2051
C 21.8166 13.3187 9.4364 0.0 0.2 0.4 -0.2069
H 23.4818 15.0920 21.3622 0.6 0.7 0.0 0.0670
C 22.9625 11.5143 13.2383 -1.2 0.4 -1.1 -0.3366
N 22.6984 13.7101 10.5403 -0.3 -0.5 -0.3 -0.0356
N 23.7163 22.1807 16.5806 0.6 -1.0 0.4 -0.0443
H 27.0132 25.2116 17.4383 0.1 0.2 -0.1 0.0876
C 18.4640 22.3504 18.0789 1.3 0.2 2.1 -0.2463
H 21.5223 15.7019 15.3235 -0.3 0.0 -0.2 0.1019
H 23.4682 21.7988 13.2294 -0.1 -0.4 0.1 0.1217
H 23.2759 9.3849 13.3919 0.0 0.2 -0.1 0.0983
H 28.4420 17.5746 18.2823 -0.4 -0.6 0.1 0.0662
C 14.4185 14.6704 16.1758 -0.4 -0.2 -0.5 -0.0197
H 18.7868 17.9193 18.5130 0.1 0.2 -0.3 0.0727
H 15.0308 16.1391 13.0041 0.2 0.4 0.0 0.1202
H 23.4839 16.5734 12.1231 0.5 0.1 -0.1 0.1225
H 27.4209 22.6366 16.5663 0.4 0.5 0.2 0.1230
C 19.1120 9.9954 16.2908 -2.5 0.7 -1.2 -0.5046
H 29.8052 17.2338 19.3405 0.1 0.0 -0.3 0.0851
C 23.7258 15.5347 11.8446 -0.7 0.2 -0.3 -0.2412
O 21.5872 16.0502 19.8512 -1.4 0.0 0.7 0.0585
H 31.3285 16.7340 16.3593 0.4 0.5 0.3 0.0982
O 14.2673 17.4092 10.6505 0.1 0.0 0.4 -0.1986
H 19.2240 20.7682 11.4854 0.1 -0.2 0.1 0.1241
H 24.4733 15.8920 15.0723 -0.1 0.1 -0.5 0.1136
H 28.8405 20.2932 17.7064 -0.5 0.1 -0.2 0.1437
H 31.0804 16.9752 13.8492 0.0 0.1 0.2 0.1355
H 15.4494 17.7937 14.7974 -0.5 -0.4 0.2 0.1009
O 28.8235 12.7800 16.4328 -0.2 1.3 0.2 0.0913
C 28.4579 16.6998 21.7832 1.7 -0.4 -2.1 -0.1130
O 28.0899 14.8732 16.1726 -0.2 -0.3 -0.3 0.0568
O 15.2738 11.4901 12.1525 -1.2 1.1 0.3 0.0911
H 17.0682 24.5562 18.6370 -0.1 0.5 0.2 0.1126
C 19.8484 19.9749 11.0618 1.1 -0.8 0.0 -0.1803
H 16.7404 16.2287 12.4575 -0.5 0.3 0.4 0.1038
H 27.0401 20.1933 15.7802 0.2 0.4 -0.1 0.0793
H 19.4452 12.6505 11.6811 0.0 -0.2 -0.2 0.0754
H 24.0991 9.6445 8.5479 0.0 0.1 -0.1 0.0836
C 20.9517 16.3506 18.6157 0.4 -0.1 -1.3 -0.0925
H 22.0325 12.2316 18.5912 -0.4 0.0 -0.9 0.1067
O 23.1090 11.3485 8.9727 -0.7 -0.3 -0.5 -0.1875
C 17.7069 24.7175 17.7655 -0.6 -2.2 0.4 -0.1859
H 25.7116 26.2763 16.9619 0.0 0.8 -0.2 0.0883
O 28.2312 23.0769 18.4780 0.9 -0.1 -2.4 0.0843
H 20.9467 9.4220 18.7035 -0.1 0.3 0.0 0.1477
H 20.5981 27.4659 17.9166 0.4 -0.1 -0.5 0.0940
C 23.1521 20.1083 17.8139 1.0 0.8 -1.2 -0.2203
O 23.9664 20.5966 18.8644 -0.5 -0.7 0.6 -0.2111
H 18.6817 16.0538 10.7591 0.3 0.0 0.0 0.0808
C 24.4516 24.3001 15.5929 0.3 0.8 1.0 -0.1816
H 18.6079 15.9635 13.3367 -0.5 0.6 -0.3 0.0824
H 19.2727 10.9215 11.1928 0.1 0.4 0.1 0.0884
H 21.6174 13.0705 17.0149 0.7 -0.5 -0.2 0.0726
H 23.8331 19.5131 17.1322 -1.1 0.0 0.6 0.1258
C 29.3412 13.2729 15.1749 1.2 -0.6 -0.6 -0.3180
O 25.4231 13.7084 23.0079 1.1 -0.2 -0.1 0.1123
H 13.5098 20.1637 15.7054 0.0 0.2 -0.1 0.0912
O 25.4464 12.9163 15.0380 -0.7 -0.5 -0.1 0.1341
H 20.7888 13.6727 9.6199 0.2 -0.2 0.1 0.1056
C 13.3742 19.9039 14.6459 -0.9 -0.3 0.2 -0.1275
H 16.3960 20.4888 13.8007 0.3 0.1 0.2 0.1221
H 16.2541 17.1119 10.3988 0.0 -0.3 0.0 0.1103
C 19.4980 15.9755 18.8283 -0.2 -0.5 -1.0 -0.3454
N 21.1106 19.7906 11.8290 -0.7 0.1 -0.3 -0.0522
H 19.0875 11.3951 12.8555 -0.5 0.0 0.5 0.0677
O 29.4036 18.2759 15.8132 -2.4 -0.4 -0.1 0.0519
C 12.2950 15.4671 17.5298 0.7 -1.4 -0.3 -0.1132
H 23.6167 13.4293 10.2046 0.2 0.2 0.5 0.1159
C 20.8437 26.5921 17.2782 -0.4 -0.1 0.4 -0.1299
H 21.4465 15.7357 17.8519 -0.2 0.4 0.1 0.1214
C 11.5367 16.5839 15.7229 -1.6 1.8 -0.6 -0.5019
H 22.4534 20.5017 13.9544 0.0 0.0 0.4 0.0975
O 23.9475 19.8339 12.7004 -0.5 0.3 0.3 -0.1986
C 31.7053 17.7741 16.2863 0.1 -0.5 -0.7 -0.0076
C 15.5761 12.7516 12.5495 1.0 1.3 0.3 -0.4959
H 14.9918 15.5596 16.4285 0.0 0.0 0.2 0.0834
H 19.9893 15.8279 9.5463 0.3 -0.3 0.0 0.0556
C 20.8758 10.9803 17.1685 2.5 1.7 0.9 -0.3806
O 18.2714 9.7675 15.4387 1.7 -0.3 1.7 0.1231
H 31.0572 18.6017 13.1851 0.4 0.3 0.2 0.1346
H 16.7414 10.2503 12.7510 0.6 0.2 0.7 0.1328
H 21.2654 21.7835 12.3288 -0.1 0.2 0.1 0.1138
C 19.2649 16.5160 9.9461 -0.5 0.7 0.0 -0.1070
H 18.2892 23.3747 16.3214 0.0 -0.3 0.4 0.1116
H 28.8077 18.6330 19.6193 -0.4 -0.6 0.3 0.0877
H 12.4458 20.3374 14.2742 0.0 0.0 0.1 0.0958
H 24.6878 19.8588 14.6728 0.0 -0.2 -0.2 0.0749
H 31.8022 18.2488 17.2604 -0.2 -0.1 0.1 0.0847
C 20.5762 15.9190 20.7679 1.6 0.5 4.7 -0.5028
H 25.7027 16.3866 17.5630 0.3 -0.1 -0.5 0.0868
H 17.2662 14.5516 14.8649 0.0 0.2 -0.1 0.0798
H 23.0268 13.5510 20.6986 -0.3 0.0 0.2 0.0825
H 20.0796 20.1984 10.0114 -0.1 0.4 0.0 0.1198
H 30.9251 19.5587 15.3644 0.0 0.7 0.2 0.1457
H 19.3267 14.9781 18.4301 -0.1 -0.4 0.3 0.1319
H 22.1521 13.7874 8.5084 -0.1 0.1 -0.3 0.1236
C 30.7235 18.5045 15.3912 0.4 -0.5 -1.0 -0.3366
H 21.7445 10.5007 16.7159 0.1 -0.2 -0.1 0.1405
O 25.0137 15.3426 11.3182 0.5 0.7 0.8 -0.1704
H 21.6177 9.9424 13.6634 -0.1 0.0 0.1 0.0925
H 29.2247 22.2841 16.7189 -0.5 0.7 0.4 0.1405
H 20.4202 12.8418 18.1594 -0.2 -0.4 0.3 0.0765
C 15.4263 16.6488 10.9654 -0.4 0.4 -1.8 -0.2301
O 23.7360 16.2516 16.9114 -0.4 -0.1 0.9 -0.2040
H 22.0283 21.0249 16.2455 -0.3 -0.1 -0.2 0.0913
H 24.6304 15.7094 18.6513 -0.5 -0.4 0.5 0.0653
C 23.0630 9.9700 8.6484 0.7 -0.4 0.0 -0.1184
H 14.9976 18.5211 12.3224 -0.1 0.6 0.3 0.1051
C 24.8520 15.7043 17.6006 0.0 0.6 -0.4 -0.0655
H 23.3064 19.2955 20.3577 0.1 0.1 0.2 0.0887
H 22.6702 9.3646 9.4958 -0.3 0.3 -0.6 0.0918
C 23.4869 14.0403 21.5616 -0.1 -0.7 0.2 -0.0194
H 28.8758 15.7759 22.1479 0.5 -0.2 0.1 0.1279
C 18.5363 16.9088 18.1886 -0.9 0.9 -0.3 -0.0161
C 28.0474 16.6093 20.3022 1.2 1.2 -2.1 -0.3161
C 30.6358 17.9737 13.9602 0.9 -0.6 -1.3 -0.0824
O 29.2510 17.8619 13.6068 0.1 0.1 1.4 0.0655
O 23.2073 13.0540 14.9128 -0.6 -0.2 0.1 0.0511
H 29.9577 12.2765 13.2968 0.0 0.2 0.3 0.0902
N 15.8432 18.1281 12.7141 -0.1 0.4 0.7 -0.0267
H 11.8563 14.6599 18.1195 0.2 0.2 0.2 0.1409
H 18.5835 16.7987 17.0925 0.1 0.2 0.4 0.0839
O 19.8818 11.1286 16.2064 -0.8 -1.1 -0.4 0.0614
H 13.2471 18.8145 14.6157 0.1 0.0 -0.2 0.0719
O 25.4753 24.3307 16.6065 -1.1 -1.7 -0.9 -0.2116
H 29.1455 17.5506 21.8373 0.0 -0.1 0.6 0.1387
H 13.3425 16.2612 9.2114 -0.2 -0.2 -0.1 0.0827
H 21.4379 11.2869 10.1217 -0.2 0.1 0.2 0.0945
H 23.6219 14.9817 12.7773 -0.2 -0.3 0.1 0.0976
O 20.7722 15.8500 21.9931 -0.5 -0.1 -3.9 0.1090
C 21.9201 20.9943 11.9678 -0.1 -0.3 0.4 -0.2052
O 24.3219 11.8520 13.4342 0.3 -0.7 -0.5 0.1242
H 18.5390 13.3509 14.7844 0.4 -0.1 -0.2 0.0745
C 28.2374 22.3006 17.2162 0.0 0.4 0.3 -0.0408
C 26.0032 15.8572 12.2437 -1.1 -0.5 -0.3 -0.0619
O 27.4850 21.0479 19.0130 0.2 0.8 0.6 0.0789
C 27.8368 22.2911 19.4464 -1.6 0.3 4.5 -0.5430
O 16.8806 13.0403 12.2249 -0.7 -0.5 0.2 0.0503
H 27.5692 13.9996 14.2827 -0.6 0.2 0.5 0.1110
C 27.9127 20.9069 17.6671 0.8 -1.2 -0.2 -0.3513
O 11.2688 16.2589 17.0345 -0.9 1.0 -1.3 0.0563
H 25.9645 15.3202 13.2096 0.3 -0.3 -0.5 0.0720
C 26.7645 13.7600 22.7882 2.6 0.3 2.2 -0.4964
C 19.1218 18.6465 11.0167 -0.5 -0.5 -0.4 -0.2102
H 24.7005 17.5545 15.6434 0.5 0.3 0.1 0.0934
H 22.5013 23.4682 15.4374 0.3 -0.4 -0.1 0.1249
H 15.7179 20.1312 15.4483 0.2 0.0 -0.5 0.1193
N 21.7340 16.3264 14.5523 0.6 -1.1 -0.1 -0.0240
H 21.6280 25.9979 17.7693 -0.2 0.0 0.1 0.0752
H 21.1004 11.5993 8.4073 0.3 -0.1 0.0 0.1279
H 25.0932 14.7069 17.2218 0.2 0.1 0.1 0.0883
C 24.4078 12.5848 14.5180 1.3 1.9 1.0 -0.5810
C 22.6953 17.2667 15.0248 1.3 0.6 0.6 -0.1872
H 24.3281 22.1483 17.3976 0.4 1.1 -0.5 0.0976
C 17.4096 11.9249 11.4866 1.0 0.6 0.3 -0.3011
O 27.7133 22.6707 20.6227 0.5 -1.3 -3.4 0.1028
H 24.5594 12.2421 21.7344 0.3 0.6 0.8 0.1588
C 22.6567 21.3391 17.0717 -0.8 -0.1 -0.1 -0.2270
C 15.7480 16.7411 12.4094 0.7 -1.4 0.0 -0.2353
O 27.8071 13.8694 18.1730 0.9 -0.1 -1.6 0.1322
H 21.6454 19.1165 11.2928 0.1 -0.2 0.2 0.1013
C 24.0127 16.7197 15.6207 -0.9 -0.5 -0.4 -0.1979
H 22.5540 9.7450 7.6724 0.1 0.3 1.0 0.1027
H 18.1978 18.7520 10.4296 0.1 0.1 0.0 0.1159
O 27.3471 17.7151 14.8238 4.0 0.7 0.4 0.1006
H 18.4861 19.5616 15.1952 -0.3 0.2 -0.1 0.0613
H 22.1670 13.4509 13.1449 -0.4 0.3 0.5 0.1027
C 22.6673 10.1900 13.8109 0.1 -1.0 0.7 -0.0105
H 25.6051 20.7559 13.4673 0.3 -0.3 0.0 0.0941
C 28.4172 14.4027 14.8370 -0.9 -0.1 0.3 -0.0741
H 24.7005 18.7042 19.4225 -0.1 0.6 0.3 0.0845
O 19.3562 15.9742 20.2337 0.3 -0.2 0.1 0.1148
C 24.2398 19.6103 19.8815 0.3 0.0 -0.8 -0.0677
H 32.7126 17.7594 15.8242 -0.5 0.0 0.2 0.0998
H 26.6683 19.2440 17.1658 -0.1 -0.1 0.1 0.0863
H 22.8781 15.7211 9.8732 0.2 0.0 0.1 0.1324
C 18.9374 25.4879 18.2110 0.2 0.1 -2.1 -0.1863
H 26.0544 12.8634 19.9761 -0.4 -0.4 -0.4 0.1287
H 24.1332 25.3319 15.3382 0.0 -0.3 0.3 0.1235
O 19.2843 21.1757 16.2271 0.2 -0.2 0.6 -0.1846
C 29.4610 12.0672 14.2513 -0.2 0.6 -0.2 -0.0063
O 12.6236 15.9098 15.2983 -0.9 1.1 -0.4 0.0751
H 22.7529 11.5426 12.1738 0.2 0.1 -0.2 0.1319
H 28.7407 15.2787 14.2934 0.7 -0.1 -0.2 0.1195
H 25.7491 16.8794 12.5359 0.3 0.2 -0.4 0.0693
H 20.0904 20.1008 14.6552 -0.2 0.1 0.4 0.0846
C 18.5738 20.9891 17.4480 -1.1 0.3 -0.8 -0.2221
H 19.4989 22.6440 18.4501 -0.6 -0.2 -0.7 0.1180
H 19.8436 19.1884 16.1847 0.3 0.1 0.0 0.0724
H 21.7279 15.4907 11.1572 -0.3 -0.3 0.1 0.0972
H 25.5616 18.9210 13.4093 0.6 -0.1 0.2 0.0551
C 28.5676 17.9292 14.7662 -3.2 -0.3 0.3 -0.4857
H 30.0475 11.3411 14.7942 0.1 -0.4 0.0 0.0830
H 21.2670 12.3918 14.3521 0.3 0.2 0.1 0.1242
C 15.6856 19.8877 14.3640 -0.5 1.6 0.0 -0.2031
C 22.9818 20.8150 13.0561 0.0 0.4 -0.9 -0.2218
O 27.0549 13.6684 21.4704 1.3 0.2 1.6 0.0642
C 24.7927 13.3350 21.7837 0.0 -1.1 -1.3 -0.3117
H 12.9934 18.0182 9.3102 -0.2 0.0 -0.6 0.0892
H 22.2007 19.6235 18.0941 0.7 -0.5 0.4 0.1173
C 13.7629 17.2578 9.3385 0.4 0.0 0.6 -0.0989
C 25.8940 13.5949 20.7427 -1.9 1.3 -0.7 -0.1291
H 18.9699 20.2073 18.1212 0.5 0.5 -0.2 0.1131
H 22.3122 17.8779 15.8420 -0.3 0.4 0.3 0.1050
H 28.1752 15.6809 19.7887 -0.2 -1.2 0.4 0.1151
O 27.6630 13.8731 23.6292 -2.9 -0.2 -2.0 0.1123
H 25.9156 20.8240 17.0237 -0.3 0.2 -0.2 0.0671
C 16.0086 18.4427 14.1385 0.1 -0.3 -1.3 -0.2018
H 17.0814 25.1411 16.9939 0.2 1.1 0.0 0.1154
H 18.5418 16.7476 9.1478 0.1 0.1 0.1 0.0918
O 27.2867 16.9013 22.4410 -2.7 1.0 0.6 0.0804
C 20.5425 16.8468 13.9281 -0.5 -0.9 -0.1 -0.1786
H 17.4820 16.8011 18.4937 0.4 -0.5 0.0 0.0979
C 18.8900 11.7222 11.8462 -0.4 -0.2 -1.1 -0.0047
H 28.4837 11.6586 14.0028 -0.1 0.0 0.2 0.0880
C 23.3072 23.5082 16.1878 -0.9 0.0 -0.1 -0.2098
O 25.1484 17.5508 21.9272 3.4 -1.3 -1.4 0.1225
H 22.9021 10.2311 14.8756 -0.2 -0.2 0.2 0.0843
O 14.4179 20.3821 13.8483 1.2 -1.1 0.5 -0.1768
C 21.7967 11.8194 9.2360 0.0 0.2 0.0 -0.2459
H 18.1254 14.0705 16.3252 -0.2 -0.2 0.7 0.0735
H 22.0142 21.8613 17.8025 -0.1 0.2 -0.2 0.1227
C 20.2721 10.1370 18.2258 -0.8 -1.0 0.5 -0.0684
H 17.9413 22.2261 19.0618 -0.2 0.2 -0.8 0.1333
O 14.9157 13.5816 13.1162 -0.2 -1.6 -0.7 0.1337
H 14.6436 13.8225 16.8036 0.5 -0.2 0.3 0.0884
H 14.6370 14.3941 15.1318 0.1 0.1 0.5 0.0576
N 17.8327 23.3279 17.2353 0.5 0.6 -0.4 -0.0568
C 26.2971 25.4254 16.6385 0.6 0.4 1.1 -0.1367
H 21.1849 26.8380 16.2897 0.5 0.7 -0.2 0.0800
H 24.8350 23.8741 14.6606 0.0 -0.3 0.1 0.1150
O 26.6995 16.9626 20.2755 -2.3 0.4 2.1 0.0508
H 20.7483 17.2428 12.9388 0.2 0.0 -0.3 0.0964
C 18.2414 14.2732 15.2797 0.0 0.6 -0.3 -0.0816
C 28.7588 17.5628 19.3230 1.5 0.8 0.9 -0.0124
H 26.8473 25.6117 15.7250 0.0 0.2 -0.5 0.0883
H 14.5220 17.4064 8.5509 -0.1 0.2 0.3 0.0905
O 19.1899 15.3344 15.2027 0.2 -0.4 -1.1 -0.2102
C 26.8277 20.2726 16.8430 0.0 -0.8 0.4 -0.0070
C 28.2271 13.8473 17.0340 -1.2 -0.4 1.3 -0.5228
H 18.6058 26.4097 18.6873 0.1 0.0 0.4 0.1178
H 22.9893 17.9844 14.2698 -0.1 0.0 -0.7 0.0981
H 19.9041 14.8530 13.2764 0.5 -0.4 0.1 0.1051
H 22.3079 21.3332 11.0033 0.4 0.1 0.0 0.1202
H 25.6523 14.5786 20.3014 0.4 -0.3 -0.2 0.1162
H 21.0292 17.4119 18.3188 0.3 -0.3 0.4 0.1283
O 19.6731 25.8639 17.0096 -0.7 -0.8 1.1 -0.2087
O 10.8727 17.3930 15.0904 1.8 -2.0 1.3 0.1284
H 17.0723 18.2748 14.3538 -0.1 0.1 0.3 0.0991
```
Positions in Å, forces in eV/Å.

Summary:
Molecular weight, g/mol: 1820.04
Energy, a.u.: -6474.29607